Here is 2 unconnected molecules or ions with the total composition C3H6NO2 from the Open Molecules 2025 dataset. Energies are from the ωB97M-V functional and the def2-TZVPD basis.

The geometry in XYZ format:
```
12
Properties=species:S:1:pos:R:3
O 1.38 3.37 0.32
H 0.45 -1.75 0.44
H -1.06 -3.39 -0.96
C -1.16 -2.31 -0.83
H 0.26 2.62 1.84
H -0.68 0.26 -1.35
N -0.23 0.00 -0.43
C 1.16 2.41 1.15
H 0.44 0.56 0.00
O 1.78 1.37 1.26
H -2.02 -1.76 -1.20
C -0.33 -1.38 -0.25
```

The HOMO energy is -4.1946 eV. Its charge is -1. The orbital gap comes out at 0.29772 Ha.

Here is 2 unconnected molecules or ions with the total composition C3H3N3O from the Open Molecules 2025 dataset. Energies are from the ωB97M-V functional and the def2-TZVPD basis.

The geometry in XYZ format:
```
10
Properties=species:S:1:pos:R:3
O 1.34 -1.19 -0.08
C -2.63 0.33 -0.01
N -1.29 -1.72 0.12
N -3.54 1.07 -0.10
H 1.62 2.01 0.19
C -1.57 -0.55 -0.07
H -0.22 -1.89 0.12
C 1.17 0.02 -0.02
N 2.03 1.03 -0.02
H 3.08 0.88 -0.13
```

The HOMO energy (spin up / spin down) is -8.2860 / -9.0265 eV. Its charge is 0. The orbital gap (spin up / spin down) comes out at 0.27312 / 0.30980 Ha.

Here is a molecular structure, C34H28AsCl3HfN5O3S2 from the Open Molecules 2025 dataset. Energies are from the ωB97M-V functional and the def2-TZVPD basis.

The geometry in XYZ format:
```
77
Properties=species:S:1:pos:R:3
C 1.24 -0.93 -2.30
H 3.61 1.76 2.76
C 1.11 0.86 -3.93
H -2.48 4.11 -2.04
O 0.57 -3.71 -1.72
H 0.69 1.79 -4.26
H 3.34 -1.52 -4.87
C 4.34 -1.00 2.50
N -1.77 1.74 0.20
As 1.96 3.44 1.90
H -5.15 -2.29 -0.50
C -2.46 3.64 -1.07
Hf -0.11 0.06 0.14
H -3.45 5.20 0.02
H 2.39 0.62 -5.62
H 5.25 -1.15 1.93
H 4.32 2.75 1.47
C -3.22 -1.36 -0.52
N -0.25 0.87 -1.83
C -1.11 1.85 -2.17
C -2.23 2.33 1.31
N 0.63 -1.47 -1.12
H 4.14 3.43 3.11
C 3.70 2.77 2.36
C 2.18 5.34 1.73
C -4.08 -2.44 -0.58
H 0.05 -5.37 4.41
H 2.98 5.54 1.02
H -3.60 -0.35 -0.40
H -4.18 -4.58 -0.75
H -3.21 4.00 2.20
H 1.51 -4.42 2.66
H 0.02 3.87 3.41
C 3.15 -1.03 4.59
C 2.19 -1.58 -3.06
C -1.39 -2.70 -0.84
C -0.99 -2.16 2.54
C -1.45 -3.87 4.21
C 0.70 0.30 -2.72
H -3.27 0.11 2.14
C 2.00 -0.31 2.56
C 0.23 -2.78 2.23
S -3.24 -1.76 3.69
C 2.02 -0.57 3.94
C 0.84 3.15 3.44
C 2.06 0.19 -4.69
C -2.66 -0.72 2.47
C -2.85 3.57 1.28
H 3.13 -1.22 5.65
H 1.42 3.30 4.35
C -1.81 -2.72 3.52
Cl 3.24 -0.15 0.18
C 0.07 -2.72 -1.23
C -2.98 4.23 0.07
C -3.54 -3.71 -0.73
C -2.17 -3.85 -0.87
S 1.16 2.72 0.08
C 3.20 -0.53 1.87
H 0.89 -2.38 1.47
N -1.51 -1.00 1.95
H 2.44 5.77 2.70
C 2.60 -1.01 -4.26
H -2.10 -4.29 4.98
H -2.07 1.82 2.24
O 0.91 0.13 1.95
C -0.26 -4.47 3.89
C 4.31 -1.24 3.86
C -1.86 2.40 -0.96
O -1.31 2.36 -3.26
Cl 0.57 -0.31 4.85
C 0.58 -3.93 2.90
H 2.59 -2.53 -2.72
Cl 5.73 -1.82 4.66
H 1.25 5.77 1.36
H 0.46 2.14 3.40
N -1.90 -1.48 -0.64
H -1.69 -4.80 -1.05
```

The HOMO energy is -10.1505 eV. Its charge is +1. The orbital gap comes out at 0.26095 Ha.

Here is C5H13N in the gas phase from the Open Molecules 2025 dataset. Energies are from the ωB97M-V functional and the def2-TZVPD basis.

The geometry in XYZ format:
```
19
Properties=species:S:1:pos:R:3
H -0.74 -0.18 -1.70
H 0.15 1.78 0.49
H 1.13 1.30 -0.84
C -2.29 0.58 -0.33
H 2.76 -1.73 1.30
H -3.00 -0.17 -0.39
H 1.96 -0.26 1.81
H -2.32 0.92 0.68
H -0.48 -0.63 1.29
N 1.20 -1.18 -0.01
C 0.09 1.49 -0.61
H 2.99 -0.34 0.39
H -0.70 -1.84 0.16
C -0.23 -0.89 0.22
C 2.20 -0.85 0.93
H 1.22 -1.93 -0.62
H -0.48 2.30 -1.19
C -0.77 0.21 -0.66
H -2.70 1.44 -0.93
```

The HOMO energy is -8.1771 eV. The SMILES is CNCC(C)C. Its charge is 0. The orbital gap comes out at 0.34400 Ha.

Q: Which E_tot values were calculated for the entries above? A: -8793.648; -9673.202; -170690.127; -6884.754, in eV.